No. 1
59
Properties=species:S:1:pos:R:3:forces:R:3:lowdin_charge:R:1 method="wB97M-V/def2-TZVPD" total_energy_ha=-1492.3836 de_lowest_ev=1.035 max_force_ev_per_a=1.1 homo_lumo_gap_ha=0.309
O 2.219954 4.043932 -0.781028 -0.1 0.2 0.0 0.069
C 1.869871 2.881542 -0.738670 0.3 -0.1 0.0 -0.402
N 2.815238 1.910365 -0.392557 0.4 0.1 0.2 0.209
C 2.516688 0.594240 -0.362728 -0.8 -0.6 -0.3 -0.161
C 1.263388 0.108679 -0.750654 0.8 -0.1 0.3 -0.070
C 0.260434 1.048321 -1.085174 0.3 0.4 0.0 0.037
C 0.536527 2.376648 -1.045075 -0.6 -0.1 -0.2 -0.122
C -0.530195 3.409214 -1.284540 0.0 0.0 -0.1 -0.178
N -1.207809 3.730773 -0.032644 -0.1 0.3 0.0 -0.051
C -1.999139 2.681152 0.574900 -0.3 -0.1 0.0 -0.214
C -3.285769 2.296108 -0.193998 0.3 0.0 0.1 -0.180
N -3.964996 1.092321 0.241434 0.0 -0.1 0.0 -0.176
C -3.267765 -0.146825 -0.046159 -0.3 -0.2 0.1 -0.180
C -4.216928 -1.314159 0.231971 0.3 0.0 -0.3 -0.194
O -4.667471 -1.304102 1.564908 0.1 -0.1 0.1 -0.127
C -5.319810 -0.090081 1.856865 0.0 0.4 0.2 -0.197
C -4.393230 1.105645 1.628149 -0.2 -0.3 0.0 -0.172
C 1.377996 -1.305178 -0.607086 0.7 0.7 0.1 -0.175
C 0.366414 -2.327560 -0.825083 -0.3 -0.5 0.0 -0.150
C -0.657170 -2.154481 -1.754994 0.2 0.1 0.1 -0.042
C -1.625404 -3.127650 -1.921895 0.0 0.0 0.0 -0.081
C -1.589526 -4.292077 -1.174181 0.1 -0.1 0.1 -0.013
C -0.553994 -4.461697 -0.271301 0.0 0.1 -0.1 -0.262
F -0.500423 -5.600336 0.450062 0.0 0.1 -0.1 0.062
C 0.421793 -3.505500 -0.082317 -0.1 -0.1 0.0 0.055
N 2.586968 -1.615086 -0.180790 -0.3 -0.9 -0.1 0.158
N 3.283342 -0.470078 -0.025683 -0.6 0.6 -0.1 -0.015
C 4.617376 -0.511960 0.406128 0.6 -0.1 0.2 -0.181
C 5.400930 -1.601865 0.041558 -0.1 0.1 -0.1 -0.011
C 6.718690 -1.665681 0.451588 0.0 0.0 0.0 -0.073
C 7.260865 -0.647677 1.219786 0.1 0.0 0.1 -0.087
C 6.472234 0.425206 1.599242 0.1 0.0 0.0 -0.078
C 5.148063 0.496167 1.203722 -0.2 -0.1 -0.1 -0.026
H 3.751607 2.246636 -0.203275 -0.2 0.0 -0.1 0.152
H -0.726658 0.706037 -1.354758 -0.2 0.0 0.0 0.100
H -0.047397 4.327915 -1.624650 -0.1 -0.1 -0.1 0.121
H -1.214913 3.053941 -2.073532 0.1 0.0 0.1 0.113
H -1.773828 4.562281 -0.160136 0.1 0.0 0.1 0.112
H -1.358481 1.803403 0.687156 -0.1 0.0 0.1 0.100
H -2.267750 3.029421 1.576340 0.0 -0.2 0.0 0.115
H -4.004709 3.119422 -0.119964 0.1 0.0 -0.1 0.120
H -3.048094 2.156501 -1.252608 0.0 0.1 0.0 0.108
H -2.361092 -0.278907 0.569835 0.0 0.0 -0.1 0.127
H -2.986675 -0.160969 -1.101368 0.1 0.0 0.0 0.115
H -5.077069 -1.246272 -0.451524 0.1 0.0 0.0 0.129
H -3.705134 -2.267199 0.084705 0.0 0.1 0.0 0.114
H -6.209578 0.017328 1.218286 0.1 0.0 0.1 0.126
H -5.625532 -0.150323 2.902622 0.0 0.0 -0.1 0.124
H -3.542605 1.031362 2.326348 -0.1 0.0 0.0 0.128
H -4.934097 2.033641 1.823104 0.0 0.0 0.1 0.127
H -0.677416 -1.268937 -2.370018 0.0 0.1 -0.1 0.107
H -2.415460 -2.981920 -2.643078 -0.1 0.0 -0.1 0.110
H -2.337481 -5.060603 -1.286256 -0.1 -0.1 0.0 0.119
H 1.217015 -3.659661 0.628331 0.1 0.0 0.1 0.124
H 4.956654 -2.384462 -0.552489 0.0 -0.1 -0.1 0.109
H 7.326454 -2.510823 0.166503 0.0 -0.1 0.0 0.106
H 8.292677 -0.695514 1.532305 0.1 0.0 0.0 0.103
H 6.884170 1.208988 2.216788 0.0 0.1 0.1 0.107
H 4.528268 1.310399 1.547571 -0.1 0.1 0.1 0.111



No. 2
64
Properties=species:S:1:pos:R:3:forces:R:3:lowdin_charge:R:1 method="wB97M-V/def2-TZVPD" total_energy_ha=-3280.4043 s2=6.00 de_lowest_ev=1.266 total_charge=+2 max_force_ev_per_a=3.7 homo_lumo_gap_ha="0.237 / 0.238" multiplicity=5
Ho 9.613744 13.234024 9.584031 0.5 0.1 0.5 1.354
C 8.603765 14.614747 15.244803 -1.2 1.4 -0.4 -0.079
C 7.339224 14.827408 14.347683 -1.0 -0.7 1.3 -0.279
N 7.520964 15.439766 13.078830 1.9 1.0 -2.4 -0.026
C 8.145337 14.896399 11.991247 -1.2 -0.7 0.5 -0.728
S 8.775930 13.246788 12.068263 -0.4 0.7 0.2 0.578
N 7.987691 15.647891 10.915192 -0.3 1.4 -0.5 -0.020
N 8.476187 15.272093 9.727481 0.3 -0.6 0.0 -0.116
C 8.166113 15.951627 8.652425 -1.0 0.8 1.4 -0.294
C 7.187672 17.065601 8.723500 -0.7 1.6 -0.6 -0.031
C 8.808475 15.601824 7.393474 2.8 -1.9 0.9 -0.164
C 8.887258 16.374100 6.229370 0.6 -0.6 0.1 0.024
C 9.655710 15.881273 5.147512 0.2 -0.5 1.0 0.009
C 10.250742 14.600363 5.255425 -1.3 1.6 -0.5 -0.033
C 10.202869 13.950432 6.468813 0.3 -0.4 0.6 -0.135
N 9.642212 14.449121 7.585704 -1.8 1.5 -2.7 -0.046
H 8.292185 14.219006 16.223895 0.2 -0.1 -0.5 0.082
H 8.937303 15.657170 15.419562 0.5 -0.7 0.0 0.080
H 9.355370 14.004837 14.744889 0.0 0.1 0.2 0.027
H 6.608796 15.503328 14.877709 0.7 -0.9 -0.3 0.139
H 6.818728 13.879835 14.092821 0.3 0.3 0.7 0.110
H 7.356744 16.438383 12.877887 -0.2 -0.8 0.6 0.160
H 6.438862 16.988507 9.542601 0.7 -0.3 -0.6 0.091
H 6.649942 17.167092 7.750192 0.3 -0.2 0.7 0.094
H 7.674716 18.072701 8.856356 -0.2 -0.9 0.0 0.116
H 8.478497 17.379643 6.247733 -0.2 -0.3 -0.3 0.126
H 9.863648 16.478544 4.254859 -0.4 -0.2 0.3 0.130
H 10.642215 14.172505 4.349876 0.5 -0.3 0.1 0.116
H 10.692254 12.971195 6.555475 -0.1 0.3 0.1 0.123
S 7.841391 5.796628 7.774905 -1.2 -0.6 -0.4 1.077
N 7.008749 7.144999 7.288996 2.7 -0.1 1.7 -0.157
C 7.746968 8.113936 7.879435 0.3 0.5 0.2 -0.315
C 7.444307 9.536015 7.798910 0.6 1.9 0.9 -0.058
C 6.315452 10.049078 7.168072 0.7 1.5 0.7 0.060
C 5.994065 11.426281 7.296261 -0.8 -1.1 -1.3 -0.023
C 6.755805 12.252198 8.041782 2.9 1.1 1.8 -0.082
N 7.975023 11.839490 8.612965 -1.9 -1.7 -1.4 -0.033
C 8.306674 10.512088 8.482723 -1.1 -0.5 0.0 -0.100
C 9.535238 10.025099 9.177360 0.6 0.8 0.1 -0.133
N 10.363924 10.980627 9.730428 1.0 -1.9 0.3 -0.025
C 11.481468 10.534782 10.394021 -0.8 0.4 -1.3 -0.083
C 11.823385 9.199228 10.513518 -1.0 -1.1 0.5 -0.011
C 10.976997 8.214528 9.991685 -0.5 1.2 -1.5 0.075
C 9.845243 8.657751 9.248820 -0.6 -0.2 0.8 -0.066
C 8.878455 7.705952 8.681519 -0.4 -0.7 -1.0 -0.272
N 8.999150 6.355416 8.720708 -0.3 1.8 -0.6 -0.215
H 5.713065 9.385698 6.608088 -0.7 -0.5 -0.5 0.119
H 5.167317 11.888172 6.739899 0.1 -0.6 0.4 0.134
H 6.497019 13.327606 8.255797 0.3 -1.3 -0.5 0.136
H 12.244420 11.238132 10.739462 -0.8 0.3 0.0 0.116
H 12.659810 8.977317 11.160164 0.2 -0.3 -0.3 0.123
H 11.117315 7.142108 9.901800 0.5 0.1 0.8 0.130
C 14.355086 16.030615 11.463113 -1.1 -0.7 -2.2 0.017
N 13.284942 14.998783 11.487976 -1.1 -0.3 0.2 -0.130
C 13.111904 14.182788 12.747007 0.9 -0.9 -1.3 0.028
C 12.513163 14.815865 10.430842 -1.4 -1.1 0.8 -0.186
O 11.536774 13.934387 10.357419 3.0 2.1 0.0 -0.269
H 13.923623 16.974099 11.073215 0.6 -0.5 0.5 0.117
H 15.183624 15.664075 10.850428 -0.1 0.3 -0.1 0.109
H 14.685665 16.044517 12.439432 0.8 0.8 2.0 0.062
H 13.706887 13.264424 12.559328 -0.4 0.4 0.4 0.111
H 12.081111 13.911314 12.876172 -0.5 0.0 -0.1 0.069
H 13.481604 14.627097 13.674076 0.0 0.5 -0.6 0.103
H 12.703341 15.526564 9.603223 -0.1 -0.5 0.2 0.165



No. 3
65
Properties=species:S:1:pos:R:3:forces:R:3:lowdin_charge:R:1 method="wB97M-V/def2-TZVPD" total_energy_ha=-2323.5766 total_charge=+1 max_force_ev_per_a=7.4 homo_lumo_gap_ha=0.264
C 2.847460 -2.428650 -3.184569 -3.4 -3.1 -5.8 0.112
C 2.485053 -2.950554 -4.350582 0.7 2.6 5.4 -0.144
C 1.750712 -3.558612 -5.672279 2.8 0.2 2.4 -0.365
S -0.100192 -3.626691 -5.378194 0.0 0.3 -0.6 1.030
C -0.788608 -1.869777 -5.208970 0.0 1.3 1.4 -0.332
C -1.766862 -1.814835 -3.890247 -0.1 0.6 0.1 -0.242
C -3.336372 -1.946764 -4.243677 0.2 -0.1 -0.8 -0.191
C -3.731047 -3.280651 -5.080299 -1.5 0.4 0.6 -0.275
N -4.184611 -4.355668 -4.104296 1.2 0.9 -0.8 -0.033
H 2.817512 -2.074602 -2.067032 0.6 -0.6 -2.7 0.063
H 2.049100 -2.991883 -6.629259 -1.0 -0.7 1.5 0.120
H 2.140196 -4.648590 -5.772158 -1.1 1.8 0.1 0.114
H -0.243584 -4.220991 -4.113044 0.6 1.0 -1.0 0.055
H -1.351090 -1.549749 -6.180187 1.2 -1.1 1.7 0.126
H 0.108738 -1.153746 -4.992488 -1.5 -1.5 -0.6 0.114
H -1.605439 -0.759358 -3.414609 -0.2 -2.0 -0.8 0.132
H -1.405078 -2.590618 -3.102365 -0.7 1.3 -1.3 0.101
H -3.629479 -1.047066 -4.927877 0.6 -1.5 1.4 0.126
H -3.957736 -1.891718 -3.260024 1.1 -0.1 -1.9 0.133
H -4.687610 -3.006660 -5.689675 1.9 -0.5 0.8 0.128
H -2.913063 -3.639677 -5.807793 -1.0 0.7 1.0 0.080
H -4.273797 -5.270845 -4.575244 0.3 0.7 0.6 0.073
H -3.500383 -4.370021 -3.330607 -0.6 -0.6 -0.6 0.055
C 0.886237 -0.147838 2.795389 -0.4 -0.1 0.0 0.098
C 1.905569 -0.097420 1.934785 1.0 0.6 0.9 -0.205
C 1.763627 -0.588050 0.534813 -0.3 -0.3 -0.6 -0.303
O 2.710786 -0.510447 -0.234181 0.0 -0.1 0.2 0.085
C 0.472567 -1.157547 0.132884 0.5 0.2 -0.1 0.066
C -0.545977 -1.211429 0.993845 -1.3 -0.8 -1.0 -0.207
C -0.412354 -0.695484 2.385955 0.2 0.3 1.0 -0.297
O -1.368715 -0.743204 3.141655 0.2 -0.2 -0.6 0.116
O -1.751360 -1.742074 0.630451 1.3 0.7 1.0 0.085
O 3.120468 0.408220 2.305626 -1.0 -0.7 -1.1 0.089
H 0.975240 0.207013 3.813988 0.0 0.0 0.0 0.146
H 0.388515 -1.526300 -0.881002 0.0 0.0 0.0 0.115
H -2.320918 -1.664905 1.424287 -0.1 0.0 -0.2 0.102
H 3.685845 0.336263 1.509843 0.0 0.1 0.2 0.118
C -3.746852 1.416195 2.044308 0.1 0.2 0.1 0.084
C -4.566695 0.736902 1.240194 0.5 -1.1 0.4 -0.209
C -5.577812 1.432692 0.395148 -0.6 0.5 -0.4 -0.312
O -6.299143 0.780997 -0.343631 0.4 -0.2 0.3 0.108
C -5.667321 2.894257 0.492340 -0.1 -0.4 -0.2 0.079
C -4.849586 3.574309 1.299370 -0.5 1.5 -0.3 -0.216
C -3.820182 2.880495 2.123553 0.6 -0.2 0.5 -0.304
O -3.076342 3.533340 2.836823 -0.4 0.0 -0.4 0.122
O -4.925343 4.935010 1.400127 0.6 -1.5 0.3 0.098
O -4.510486 -0.628672 1.158763 -0.5 1.2 -0.4 0.076
H -3.006898 0.923135 2.661462 -0.1 0.0 0.0 0.116
H -6.417493 3.385469 -0.113095 0.0 0.0 0.0 0.139
H -4.231780 5.187458 2.043040 -0.2 0.0 -0.1 0.120
H -5.200613 -0.879099 0.511375 0.1 0.0 0.2 0.119
C 6.968802 2.896953 3.750767 0.1 0.2 0.0 0.079
C 6.065738 1.944445 3.992053 0.5 -0.9 -0.9 -0.214
C 4.997225 2.130512 5.017444 -0.6 0.1 0.6 -0.312
O 4.174391 1.248566 5.202157 0.4 0.0 -0.3 0.103
C 4.984265 3.386434 5.776798 -0.1 -0.4 -0.1 0.078
C 5.890138 4.336883 5.536884 -0.5 1.1 1.1 -0.217
C 6.939892 4.162354 4.494275 0.6 0.0 -0.5 -0.310
O 7.741409 5.058883 4.287949 -0.4 -0.2 0.3 0.116
O 5.889043 5.509118 6.239730 0.5 -1.0 -1.1 0.095
O 6.087167 0.759152 3.304312 -0.6 0.9 1.0 0.077
H 7.747474 2.776556 3.008970 0.0 0.0 0.0 0.138
H 4.215576 3.501539 6.529429 0.0 0.0 0.0 0.138
H 6.637100 6.028379 5.880803 -0.2 -0.1 0.1 0.119
H 5.336204 0.238922 3.656477 0.1 0.1 0.0 0.102